Entry from OMol25: a molecular structure, C30H20BrF4P2PtS2Se4 (the ωB97M-V functional and the def2-TZVPD basis).

XYZ file:
```
64
Properties=species:S:1:pos:R:3
Pt 0.11540 -0.35561 0.78653
F 5.39090 1.05866 5.74346
C 4.71256 0.82065 4.62267
C 5.37450 0.64082 3.43152
F 6.70736 0.69172 3.38869
C 4.64432 0.39744 2.28262
F 5.39417 0.17757 1.19617
C 3.25346 0.34301 2.23792
P 2.36328 0.10572 0.59322
C 3.30168 -1.25978 -0.16250
C 3.31101 -1.34822 -1.55093
C 3.96829 -2.39404 -2.18171
C 4.61806 -3.35992 -1.42939
C 4.59980 -3.28529 -0.04341
C 3.93898 -2.24478 0.58734
C 2.93522 1.51885 -0.45382
C 2.01851 2.49183 -0.83477
C 2.40254 3.56894 -1.62616
C 3.70699 3.67859 -2.07068
C 4.62019 2.68112 -1.74948
C 4.23761 1.60932 -0.96218
C 2.60816 0.47077 3.48386
Br 0.76490 0.26688 3.79535
C 3.33630 0.71934 4.63954
F 2.73868 0.85351 5.82618
H 2.78968 -0.60818 -2.14536
H 3.95724 -2.45845 -3.26209
H 5.12530 -4.18163 -1.91983
H 5.07701 -4.05551 0.55163
H 3.91433 -2.20626 1.66940
H 0.98893 2.41197 -0.52134
H 1.66338 4.31297 -1.89542
H 4.01023 4.51821 -2.68430
H 5.63483 2.72878 -2.12524
H 4.95019 0.82143 -0.78550
Se -2.05715 -1.36297 0.27788
Se -3.64914 0.06810 1.21047
Se -2.93082 1.92084 0.03618
Se -0.78176 1.92654 0.99229
S 0.41168 -3.45745 -1.75805
P 0.38277 -3.93660 0.13155
S 0.77510 -2.49359 1.54179
C -1.17736 -4.76267 0.61671
C -1.66631 -4.69592 1.91642
C -2.81114 -5.39663 2.26780
C -3.47540 -6.16590 1.32288
C -2.99668 -6.22521 0.02118
C -1.85237 -5.52514 -0.33148
C 1.60784 -5.24158 0.53789
C 2.15449 -6.00509 -0.48497
C 3.08754 -6.99426 -0.20036
C 3.48354 -7.22266 1.10903
C 2.93319 -6.46652 2.13763
C 1.99659 -5.48434 1.85370
H -1.16670 -4.06609 2.64169
H -3.19290 -5.32811 3.27900
H -4.37191 -6.70854 1.59729
H -3.52191 -6.80864 -0.72511
H -1.48415 -5.54302 -1.34999
H 1.85687 -5.79741 -1.50585
H 3.51260 -7.58004 -1.00670
H 4.22017 -7.98552 1.33041
H 3.23779 -6.63967 3.16259
H 1.57510 -4.89265 2.65751
```

Computed properties:
**Largest force on an atom**: 0.37 eV/Å
**Electronic energy**: -15333.0543 Eh
**Energy relative to the best compared isomer or geometry (same formula, charge and spin)**: 0.449 eV
**Charge**: -1

Löwdin atomic charges, in units of e:
1 Pt 0.029
2 F 0.130
3 C -0.142
4 C -0.140
5 F 0.123
6 C -0.217
7 F 0.086
8 C -0.242
9 P 0.884
10 C -0.404
11 C -0.120
12 C -0.092
13 C -0.088
14 C -0.079
15 C -0.127
16 C -0.321
17 C -0.123
18 C -0.076
19 C -0.093
20 C -0.084
21 C -0.096
22 C -0.557
23 Br 0.831
24 C -0.278
25 F 0.062
26 H 0.116
27 H 0.104
28 H 0.100
29 H 0.105
30 H 0.101
31 H -0.055
32 H 0.105
33 H 0.098
34 H 0.100
35 H 0.094
36 Se -0.054
37 Se -0.118
38 Se -0.106
39 Se -0.057
40 S 0.238
41 P 0.095
42 S 0.190
43 C -0.404
44 C -0.125
45 C -0.086
46 C -0.099
47 C -0.090
48 C -0.104
49 C -0.370
50 C -0.113
51 C -0.094
52 C -0.104
53 C -0.092
54 C -0.110
55 H 0.070
56 H 0.099
57 H 0.094
58 H 0.097
59 H 0.075
60 H 0.067
61 H 0.097
62 H 0.094
63 H 0.097
64 H 0.079